Computed, not measured: 3 unconnected molecules or ions with the total composition C23H30BIN3O8 in a non-equilibrium geometry, with ωB97M-V/def2-TZVPD.

## Properties
* frontier orbital gap (spin up / spin down): 6.7 / 8.1 eV
* HOMO level (spin up / spin down): -7.54 / -8.94 eV
* spin multiplicity: 2

Geometry as XYZ:
```
66
Properties=species:S:1:pos:R:3:forces:R:3
C -1.7374 -3.2965 -1.9066 -0.2 0.1 0.5
C -1.1968 -2.1688 -0.9997 -0.5 0.1 -0.3
C -2.4282 -1.4010 -0.4810 0.2 -0.2 -0.2
C -0.3168 -1.2417 -1.8489 0.1 0.2 0.4
C 0.8251 -0.4783 -1.1381 0.5 -0.1 -0.3
C 0.3702 0.8421 -0.4948 -0.5 -0.5 0.3
C -0.2536 0.7201 0.8728 -0.4 -2.1 1.5
O -0.4277 -0.2597 1.5521 0.4 2.3 -1.4
I -0.9088 2.6659 1.7305 0.1 -0.1 -0.2
B 1.8445 -0.0874 -2.2988 -0.1 0.1 -0.2
O 2.4276 -1.0979 -3.0025 -0.2 -0.1 0.1
O 2.1407 1.2276 -2.6735 0.2 -0.4 0.0
C 1.6181 -1.3953 -0.1587 -0.7 0.1 -0.2
C 1.0240 -2.7889 0.0759 0.5 -0.4 0.7
C 1.5220 -3.8054 -0.9660 0.2 0.5 0.1
C 1.5251 -3.2535 1.4647 -0.4 0.6 -0.3
N -0.4543 -2.7635 0.1339 0.3 -0.4 -0.8
O -0.9868 -3.8123 0.6234 -0.2 0.1 0.4
H -1.9670 -2.8897 -2.8863 0.1 0.0 -0.2
H -1.0571 -4.1359 -1.9689 0.2 0.0 -0.2
H -2.6633 -3.6704 -1.4809 -0.1 -0.2 0.0
H -2.8013 -1.8660 0.4249 0.0 0.0 0.2
H -2.2331 -0.3452 -0.3311 0.0 0.1 0.2
H -3.2066 -1.4715 -1.2366 -0.1 0.0 -0.1
H 0.0845 -1.8011 -2.6879 0.2 -0.2 0.0
H -0.9828 -0.4968 -2.2732 -0.1 0.0 -0.3
H 1.1920 1.5356 -0.3838 0.1 0.2 0.1
H -0.3521 1.3357 -1.1444 -0.1 0.2 0.0
H 3.0453 -0.7375 -3.6413 0.1 0.0 -0.3
H 2.7666 1.6264 -2.0682 0.0 0.4 0.2
H 1.6905 -0.8967 0.7978 0.1 0.1 0.1
H 2.6280 -1.5598 -0.5158 0.2 0.0 0.0
H 1.0679 -3.6764 -1.9409 -0.1 -0.1 -0.1
H 2.5889 -3.6349 -1.0893 0.2 -0.1 -0.1
H 1.3976 -4.8143 -0.5944 -0.3 -0.2 -0.1
H 1.5777 -4.3296 1.5439 0.1 -0.2 0.1
H 2.4858 -2.7866 1.6618 0.3 -0.2 0.0
H 0.8311 -2.8810 2.2132 0.0 0.0 0.1
C 4.5466 3.0583 5.4089 0.0 0.0 0.0
C 3.4197 3.3587 4.6550 0.1 0.0 0.1
C 3.1861 2.6997 3.4598 -0.2 0.1 0.0
C 4.0952 1.7429 3.0447 0.0 0.1 0.2
C 5.2259 1.4315 3.7772 0.2 -0.1 0.0
C 5.4491 2.0989 4.9692 -0.1 0.1 0.0
N 3.8467 1.0311 1.7881 0.0 0.0 0.1
O 2.8452 1.3322 1.1657 -0.1 0.1 -0.2
O 4.6354 0.1833 1.4388 0.2 -0.1 -0.1
H 4.7219 3.5735 6.3438 0.0 0.0 0.0
H 2.7193 4.1065 4.9989 0.0 0.0 0.0
H 2.3106 2.9338 2.8686 0.1 -0.1 0.0
H 5.9199 0.6820 3.4280 -0.1 0.0 -0.1
H 6.3265 1.8683 5.5567 0.0 0.0 0.0
C -6.0611 3.1943 -0.6932 0.0 -0.1 -0.1
C -6.6666 2.3957 -1.6559 0.1 0.1 0.1
C -5.8934 1.6152 -2.4997 -0.2 0.0 -0.1
C -4.5180 1.6509 -2.3622 -0.1 0.1 0.1
C -3.8974 2.4418 -1.4157 0.2 0.1 0.1
C -4.6782 3.2159 -0.5765 -0.1 0.1 0.1
N -3.6881 0.8166 -3.2421 -0.1 0.1 0.0
O -4.2477 0.1414 -4.0757 -0.1 -0.2 -0.1
O -2.4842 0.8597 -3.0862 0.2 0.1 0.0
H -6.6685 3.7959 -0.0306 0.0 0.0 0.0
H -7.7435 2.3774 -1.7471 0.0 0.0 0.0
H -6.3555 0.9911 -3.2495 0.1 0.0 0.0
H -2.8213 2.4584 -1.3243 0.0 -0.1 -0.1
H -4.2040 3.8351 0.1722 0.0 0.0 0.0
```
Forces are in eV/Å.